Record 1
C50H100F15N5O10 | wB97M-V/def2-TZVPD

Structure (XYZ):
```
180
C50H100F15N5O10 | the Open Molecules 2025 dataset | wB97M-V/def2-TZVPD
C 4.37 3.63 1.82
C 4.94 2.49 2.62
O 5.86 3.04 3.62
C 7.14 2.90 3.40
O 7.66 2.31 2.49
C 7.98 3.51 4.54
F 7.27 4.22 5.41
F 8.57 2.50 5.21
F 8.94 4.28 4.03
H 5.12 4.17 1.24
H 3.87 4.31 2.51
H 3.62 3.32 1.09
H 5.49 1.77 2.02
H 4.19 2.00 3.23
C 2.36 -5.52 -1.86
C 3.51 -6.51 -1.83
O 3.46 -7.42 -2.94
C 2.72 -8.50 -2.80
O 2.05 -8.80 -1.85
C 2.81 -9.42 -4.04
F 1.62 -9.55 -4.61
F 3.67 -8.96 -4.95
F 3.22 -10.64 -3.65
H 2.47 -4.72 -1.13
H 1.41 -6.01 -1.64
H 2.33 -5.06 -2.85
H 3.50 -7.07 -0.89
H 4.44 -5.96 -1.91
C 9.10 -3.18 -2.56
C 7.68 -3.55 -2.21
O 7.21 -2.55 -1.27
C 5.98 -2.72 -0.84
O 5.19 -3.55 -1.18
C 5.54 -1.60 0.15
F 4.94 -2.14 1.21
F 6.54 -0.82 0.55
F 4.65 -0.83 -0.51
H 9.71 -3.18 -1.66
H 9.11 -2.19 -3.01
H 9.49 -3.86 -3.31
H 7.62 -4.53 -1.72
H 7.02 -3.56 -3.07
C -3.71 -6.40 -2.31
C -3.47 -5.84 -3.68
O -2.64 -4.66 -3.67
C -1.34 -4.85 -3.52
O -0.77 -5.89 -3.45
C -0.58 -3.50 -3.50
F 0.19 -3.42 -2.41
F 0.23 -3.46 -4.57
F -1.38 -2.45 -3.53
H -4.22 -7.35 -2.41
H -4.26 -5.71 -1.67
H -2.74 -6.57 -1.83
H -4.35 -5.55 -4.25
H -2.98 -6.58 -4.32
C -3.79 1.64 -2.34
C -4.27 0.42 -3.09
O -4.91 0.76 -4.33
C -6.16 1.18 -4.29
O -6.79 1.47 -3.32
C -6.75 1.33 -5.71
F -5.97 0.77 -6.65
F -7.95 0.77 -5.77
F -6.86 2.64 -5.99
H -4.58 2.38 -2.22
H -2.96 2.12 -2.85
H -3.45 1.34 -1.35
H -4.91 -0.22 -2.47
H -3.44 -0.23 -3.35
C -2.49 1.82 4.57
C -2.68 0.67 5.56
N -1.75 0.76 6.67
C -2.05 1.89 7.55
C -1.05 2.03 8.70
C -1.61 -0.49 7.38
C -1.00 -1.61 6.53
H -3.02 1.72 3.63
H -1.43 1.95 4.35
H -2.80 2.76 5.04
H -3.73 0.68 5.90
H -2.51 -0.26 5.01
H -1.93 2.79 6.95
H -3.07 1.82 7.96
H -0.03 1.84 8.36
H -0.98 3.09 8.96
H -1.22 1.45 9.60
H -2.56 -0.85 7.81
H -0.94 -0.35 8.23
H -1.72 -1.99 5.80
H -0.72 -2.46 7.15
H -0.14 -1.25 5.97
C -1.24 1.11 0.24
C 0.20 0.68 0.30
N 0.51 -0.36 1.25
C 0.28 0.04 2.64
C 1.04 1.26 3.13
C 1.83 -0.91 1.01
C 1.81 -1.89 -0.16
H -1.91 0.27 0.00
H -1.41 1.82 -0.57
H -1.66 1.50 1.17
H 0.46 0.35 -0.71
H 0.85 1.58 0.41
H -0.80 0.21 2.75
H 0.52 -0.84 3.25
H 0.77 2.17 2.60
H 0.87 1.39 4.20
H 2.13 1.16 3.05
H 2.15 -1.46 1.90
H 2.62 -0.16 0.87
H 1.00 -2.61 -0.07
H 2.73 -2.47 -0.24
H 1.67 -1.36 -1.10
C -3.01 -2.61 -0.49
C -4.45 -2.57 0.05
N -4.92 -1.20 0.21
C -4.38 -0.54 1.39
C -4.93 -0.99 2.73
C -6.38 -1.12 0.06
C -6.87 0.32 0.12
H -2.94 -1.94 -1.35
H -2.75 -3.62 -0.81
H -2.29 -2.26 0.25
H -5.06 -3.10 -0.68
H -4.50 -3.11 1.00
H -3.29 -0.63 1.34
H -4.54 0.54 1.28
H -4.33 -0.59 3.55
H -5.97 -0.66 2.85
H -4.94 -2.07 2.86
H -6.89 -1.69 0.86
H -6.61 -1.53 -0.92
H -7.92 0.40 -0.15
H -6.37 0.94 -0.63
H -6.77 0.81 1.09
C 0.16 2.94 -2.82
C 0.74 2.74 -4.21
N 1.16 1.37 -4.52
C 2.26 0.92 -3.64
C 3.46 1.85 -3.58
C 0.10 0.38 -4.40
C -1.04 0.59 -5.39
H -0.24 3.96 -2.71
H 0.89 2.90 -2.00
H -0.64 2.22 -2.65
H -0.06 3.00 -4.91
H 1.55 3.41 -4.49
H 2.58 -0.06 -3.99
H 1.88 0.76 -2.62
H 3.94 1.98 -4.54
H 4.12 1.48 -2.80
H 3.17 2.85 -3.23
H 0.57 -0.57 -4.68
H -0.36 0.22 -3.41
H -1.85 -0.13 -5.22
H -1.48 1.59 -5.30
H -0.71 0.44 -6.42
C 0.77 6.87 2.59
C -0.10 7.08 1.36
N -0.68 5.85 0.84
C -1.49 6.14 -0.35
C -2.44 5.01 -0.71
C 0.31 4.82 0.57
C 1.52 5.21 -0.31
H 1.06 7.83 3.00
H 1.68 6.31 2.38
H 0.24 6.32 3.38
H -0.93 7.74 1.60
H 0.52 7.59 0.60
H -2.08 7.04 -0.14
H -0.86 6.45 -1.21
H -1.94 4.16 -1.16
H -2.96 4.68 0.19
H -3.20 5.38 -1.41
H -0.19 3.96 0.13
H 0.66 4.41 1.52
H 1.88 4.33 -0.85
H 2.30 5.62 0.32
H 1.25 5.95 -1.06
```

As for the SMILES: CCOC(=O)C(F)(F)F.CCOC(=O)C(F)(F)F.CCOC(=O)C(F)(F)F.CCOC(=O)C(F)(F)F.CCOC(=O)C(F)(F)F.CCN(CC)CC.CCN(CC)CC.CCN(CC)CC.CCN(CC)CC.CCN(CC)CC. The calculation puts the electronic energy at -4489.3294 Ha. Its largest force on an atom is 1.37 eV Å⁻¹. The LUMO energy comes out at 0.43 eV.

Record 2
C50H100N10 | wB97M-V/def2-TZVPD

Structure (XYZ):
```
160
C50H100N10 | the Open Molecules 2025 dataset | wB97M-V/def2-TZVPD
C 25.57 13.18 25.56
C 27.10 13.09 25.52
N 27.81 14.10 26.32
C 27.66 13.94 27.77
C 28.56 14.89 28.63
C 27.61 15.48 25.76
C 27.77 15.65 24.25
H 25.11 14.17 25.54
H 25.06 12.59 26.32
H 25.20 12.56 24.75
H 27.46 12.09 25.75
H 27.37 13.05 24.47
H 26.62 14.22 27.96
H 27.59 12.92 28.17
H 29.61 14.59 28.59
H 28.50 15.93 28.31
H 28.29 14.90 29.69
H 28.26 16.16 26.31
H 26.64 15.87 26.04
H 28.32 14.80 23.83
H 28.26 16.58 23.97
H 26.77 15.59 23.81
C 30.61 18.28 37.94
C 30.84 17.31 39.16
N 29.60 16.52 39.53
C 28.68 16.05 38.43
C 29.34 15.10 37.42
C 29.84 15.53 40.58
C 30.75 16.00 41.62
H 29.65 18.79 37.95
H 30.61 17.72 37.01
H 31.39 19.02 37.76
H 31.55 16.51 38.96
H 31.13 17.93 40.01
H 27.81 15.63 38.93
H 28.27 16.87 37.83
H 30.04 15.53 36.70
H 29.79 14.25 37.93
H 28.62 14.67 36.73
H 30.32 14.66 40.13
H 28.88 15.21 40.99
H 31.80 15.94 41.34
H 30.58 15.35 42.48
H 30.54 17.04 41.87
C 35.67 19.52 24.38
C 34.98 20.42 25.40
N 34.97 19.75 26.64
C 35.13 20.66 27.80
C 36.57 20.96 28.08
C 33.77 18.89 26.79
C 34.17 17.74 27.70
H 35.78 19.98 23.40
H 34.96 18.70 24.28
H 36.65 19.10 24.63
H 35.60 21.31 25.48
H 33.95 20.44 25.03
H 34.59 21.57 27.53
H 34.77 20.44 28.81
H 36.85 20.49 29.03
H 37.36 20.46 27.51
H 36.76 22.03 28.03
H 33.41 18.44 25.86
H 33.02 19.57 27.20
H 34.28 18.06 28.74
H 35.11 17.37 27.31
H 33.41 16.95 27.63
C 31.04 10.89 35.26
C 30.05 10.53 34.16
N 29.63 9.13 34.25
C 28.26 8.97 33.69
C 27.18 9.12 34.78
C 30.50 8.08 33.73
C 30.19 6.87 34.59
H 32.02 10.44 35.15
H 30.63 10.61 36.23
H 31.15 11.95 35.51
H 29.21 11.21 34.29
H 30.42 10.80 33.17
H 28.20 7.99 33.21
H 28.08 9.67 32.88
H 26.19 9.20 34.35
H 27.17 10.03 35.38
H 27.13 8.29 35.48
H 30.36 7.83 32.68
H 31.52 8.41 33.91
H 29.12 6.66 34.68
H 30.63 5.88 34.41
H 30.67 7.11 35.53
C 33.02 12.59 32.92
C 32.22 13.23 31.81
N 32.26 14.67 31.92
C 31.61 15.43 30.82
C 32.29 15.22 29.51
C 31.83 15.21 33.26
C 30.30 14.93 33.46
H 33.94 13.16 33.09
H 33.40 11.59 32.72
H 32.35 12.47 33.77
H 32.66 12.83 30.90
H 31.19 12.89 31.72
H 30.55 15.17 30.78
H 31.60 16.48 31.10
H 31.76 15.90 28.85
H 33.32 15.57 29.55
H 32.14 14.22 29.09
H 31.97 16.28 33.38
H 32.51 14.82 34.02
H 29.90 15.21 34.43
H 29.98 13.92 33.21
H 29.72 15.69 32.93
N 35.08 13.72 37.18
C 35.57 12.61 37.88
C 35.45 11.51 37.09
C 34.80 11.93 35.92
C 34.55 13.33 35.98
H 35.13 14.68 37.49
H 36.14 12.73 38.79
H 35.77 10.55 37.48
H 34.40 11.33 35.12
H 34.18 14.09 35.31
N 32.00 15.65 25.11
C 32.03 15.85 23.72
C 33.24 15.40 23.23
C 33.97 14.83 24.29
C 33.21 15.09 25.41
H 31.25 15.84 25.77
H 31.21 16.28 23.16
H 33.58 15.42 22.21
H 34.98 14.47 24.31
H 33.35 14.72 26.42
N 35.35 15.04 31.50
C 36.14 15.60 30.52
C 37.43 15.69 30.94
C 37.47 15.16 32.26
C 36.14 14.93 32.69
H 34.36 14.85 31.48
H 35.74 15.89 29.56
H 38.26 15.90 30.28
H 38.37 14.95 32.81
H 35.56 14.65 33.56
N 35.46 18.15 32.31
C 34.06 18.04 32.54
C 33.82 18.83 33.59
C 35.08 19.44 34.01
C 36.08 18.91 33.26
H 36.02 17.63 31.65
H 33.55 17.26 31.99
H 32.87 19.10 34.04
H 35.27 20.11 34.83
H 37.12 19.20 33.24
N 28.03 18.91 33.30
C 28.86 18.78 32.22
C 30.15 19.06 32.63
C 30.07 19.42 33.99
C 28.79 19.31 34.36
H 27.05 18.99 33.52
H 28.33 18.53 31.31
H 30.98 19.03 31.94
H 30.83 19.72 34.71
H 28.27 19.48 35.29
```

The multiplicity is 2. Its total charge is -1. The expectation value of S² is 0.7505. The calculation puts the electronic energy at -2512.3715 Ha. Its largest force on an atom is 3.31 eV Å⁻¹. The LUMO energy (alpha / beta) comes out at 2.09 / 2.00 eV.